72
Properties=species:S:1:pos:R:3:forces:R:3 method="wB97M-V/def2-TZVPD" e_above_lowest_kcal_mol=37.77 energy_ev=-34505.357 orbital_gap_ha="0.053 / 0.396" multiplicity=2 s2=0.750 total_charge=-1
C -4.89463 1.59105 -14.92933 -0.246 0.342 -0.030
N -4.97702 -0.89438 -21.97601 -3.208 -0.273 3.654
N -8.12354 5.28598 -14.57167 -0.971 1.816 -0.152
H -11.67637 -1.81535 -13.85928 -0.108 -0.256 -0.575
H -4.20401 1.57217 -15.77241 0.590 -0.832 0.521
H -6.31708 -6.06605 -10.00934 -0.646 -0.204 -0.215
C -12.21863 0.19859 -14.07691 1.139 2.744 -2.781
C 3.40400 -5.38438 -15.15150 -2.235 -0.103 0.704
H -7.08333 0.38374 -18.11832 -0.519 0.038 -0.802
H -4.95489 -6.92826 -10.56195 0.268 -0.132 -0.023
H -3.15228 -2.51231 -13.00196 0.030 -0.239 0.329
H -5.59140 1.74604 -19.77978 -0.336 0.558 0.284
C -0.07924 -3.44859 -15.45706 1.191 -0.511 -0.342
C -5.63897 -2.32369 -15.39551 0.749 0.033 0.227
H 1.08582 -4.87988 -16.52634 -0.222 0.149 -0.085
C -9.75689 -0.06485 -13.88639 -4.630 3.560 2.376
H 3.42765 -5.69428 -16.19625 0.571 0.885 -0.304
H 2.31313 -4.07881 -13.78047 -0.481 0.075 -0.135
C -10.91911 0.71185 -13.42863 -1.495 -0.150 0.528
C -6.25390 -0.01150 -18.70477 2.490 -0.494 0.489
C -5.58986 -6.08107 -10.82115 0.795 -0.187 2.538
N -8.90036 -0.60722 -14.33444 4.362 -2.854 -2.195
H -4.70139 -3.37900 -13.10396 -0.057 0.205 0.573
H -6.81606 -5.46575 -12.41784 -0.053 0.061 -0.075
H -6.22751 -1.40800 -15.33868 0.212 0.197 0.534
N -5.28729 -0.39738 -12.04517 1.908 -2.976 -1.838
H -6.69037 -7.19007 -12.15044 -0.120 -0.056 -0.146
H -6.18920 -3.08354 -14.84054 -0.230 -0.253 -0.492
H 2.77986 -3.45220 -15.37856 -0.608 0.650 0.253
H -4.27643 0.79923 -19.43407 0.048 -0.722 0.493
H 3.11473 -6.34933 -14.73521 0.125 0.033 0.770
C -6.60991 -0.91139 -19.93163 -2.070 0.396 2.266
C -5.74365 -0.93515 -21.06297 3.722 0.602 -4.107
C 0.91526 -4.56692 -15.49626 -0.240 0.437 0.812
C -5.22836 1.08922 -18.98928 -0.609 0.495 -0.730
C -5.64605 2.88163 -15.20831 -1.212 -0.672 0.781
H -13.08496 0.82038 -13.85121 0.261 0.342 0.237
H 0.39063 -5.37216 -14.98202 0.200 -0.342 0.022
H -5.61283 0.77240 -14.97529 0.048 -0.166 -0.432
H -6.83085 -1.92080 -19.58467 0.407 -0.217 -0.026
C -7.60585 4.28329 -14.46493 1.593 -2.272 0.117
H -4.42477 -5.48953 -13.40496 0.045 0.024 0.434
H -5.96527 2.72428 -16.23857 0.022 0.909 -0.197
C 2.28905 -4.27137 -14.85305 1.602 -0.997 -1.267
C -12.55523 -1.17285 -13.91304 -0.552 -2.393 2.365
H -7.61788 -0.54874 -20.13309 0.016 0.002 -1.119
H -5.05940 1.62054 -18.05266 0.146 0.268 -0.257
C -4.81474 -4.89091 -10.54160 2.456 3.245 -0.020
C -4.19760 -2.43258 -13.30036 0.733 -0.209 -0.060
N -4.15732 -3.93350 -10.34632 -1.903 -2.667 -0.396
H -13.30834 -1.47994 -14.63872 0.132 -0.345 0.241
H -4.48432 1.47092 -13.92668 0.505 0.384 -0.211
H -7.73390 2.32587 -14.76226 0.394 -0.874 0.394
H -5.47334 -6.58249 -14.20925 -0.258 0.023 -0.070
H 4.31129 -5.00103 -14.68463 0.233 -0.387 -0.511
C -5.03541 -6.37584 -13.23273 -0.060 -0.372 -0.720
N -0.83200 -2.58364 -15.48201 -0.184 0.124 0.109
C -6.92663 2.93842 -14.36078 -1.130 2.178 -0.311
C -6.11598 -6.26393 -12.17110 -0.686 0.098 -1.550
H -6.76449 2.83020 -13.28836 0.078 -0.644 -0.095
C -4.19853 -2.24793 -14.79236 -1.497 0.740 -0.916
H -12.93940 -1.17274 -12.89299 -0.606 -1.043 0.167
H -5.10850 3.81455 -15.03855 0.323 -0.227 -0.362
C -4.76220 -1.31193 -12.58609 -2.534 3.136 2.146
H -4.38143 -7.22954 -13.05496 0.201 0.091 0.241
H -3.83913 -1.24753 -15.03345 0.666 -0.245 -0.167
H -3.55472 -3.04167 -15.17128 -0.008 0.305 -0.404
H -5.74006 -0.58442 -17.93288 -0.066 -0.663 -0.123
H -10.87482 1.78563 -13.61070 0.657 -0.099 -0.363
H -11.11310 0.65966 -12.35731 0.704 -0.354 0.265
H -12.08136 0.26542 -15.15617 0.180 0.882 -0.310
H -5.58926 -2.49719 -16.47046 -0.021 -0.600 0.044

=====

15
Properties=species:S:1:pos:R:3:forces:R:3 method="wB97M-V/def2-TZVPD" e_above_lowest_kcal_mol=21.42 energy_ev=-7387.818 smiles=Cc1ccccc1 orbital_gap_ha=0.363 total_charge=0
C 0.21080 -0.77535 -1.70471 3.252 -1.328 3.731
H 2.59696 -0.54382 0.76156 0.702 -0.585 -0.071
H 2.31431 -1.45396 -1.68686 -0.853 0.304 1.017
C 0.68691 0.00459 0.98374 -1.873 2.412 2.737
C -0.52039 0.23487 0.42101 -1.661 -0.015 -0.847
C -1.55444 1.12393 1.04664 0.599 0.638 1.171
C 1.46749 -1.05191 -1.06966 -0.271 1.529 0.492
H 0.87003 0.48899 1.94295 0.243 -0.415 0.023
H 0.07469 -1.25813 -2.61069 -0.828 -0.173 -1.862
C -0.71878 -0.23103 -0.85650 -1.889 0.490 -1.070
H -1.61397 2.03117 0.39941 -0.200 -0.454 0.834
H -1.18115 1.36587 2.08465 -0.431 0.258 -1.102
C 1.63385 -0.56890 0.29730 3.583 -2.588 -4.173
H -2.55247 0.71346 1.21928 0.112 -0.191 -0.476
H -1.71385 -0.07979 -1.22813 -0.483 0.119 -0.404

=====

88
Properties=species:S:1:pos:R:3:forces:R:3 method="wB97M-V/def2-TZVPD" e_above_lowest_kcal_mol=0.00 energy_ev=-52704.496 orbital_gap_ha="0.228 / 0.221" multiplicity=3 s2=2.008 total_charge=-1
H -7.92346 3.00007 -3.65980 0.011 -0.089 -0.064
H -6.25071 3.83288 -8.49728 -0.220 0.111 -0.041
H -1.37127 -0.48908 0.83289 0.000 -0.018 -0.044
H -2.60797 -4.01624 1.44194 -0.005 -0.004 0.003
C 4.21200 0.18853 6.16565 0.092 -0.051 -0.038
H -4.87860 -0.20744 -1.90527 0.047 0.019 -0.017
H 0.95069 -3.16511 -2.25945 -0.023 0.023 0.022
H -2.15012 -3.26468 2.97184 -0.005 0.049 -0.017
H -7.60344 5.47718 -4.56492 0.054 0.014 -0.063
H -0.71873 0.74613 -4.53264 0.044 0.018 0.050
H 7.96777 0.27443 4.35481 -0.005 -0.012 -0.028
H 1.38993 -4.86499 -2.03942 -0.016 -0.024 0.020
H 1.73382 -0.23731 5.41176 0.049 0.046 0.021
C 5.70723 1.37718 2.88308 -0.102 0.163 -0.045
C 0.37575 -4.03462 -0.34915 -0.165 -0.358 -0.081
C 3.50707 1.49192 4.11636 0.031 0.119 -0.163
C -3.00217 0.46787 -2.68672 0.251 -0.217 0.085
H -2.21676 -1.11591 2.25469 0.001 -0.010 0.006
O -0.52994 -1.96665 -0.87886 -0.194 -0.016 -0.289
H 2.34816 -2.89961 2.28596 -0.014 -0.006 0.014
H 2.59895 -1.72540 5.00036 0.024 0.006 0.011
H -5.27215 4.66144 -2.78345 -0.086 -0.024 -0.071
C 6.01731 0.01047 3.49649 0.308 -0.121 0.236
H -2.76500 -1.54109 0.62459 -0.006 -0.012 0.002
H -7.29280 5.05858 -7.74198 0.085 -0.009 -0.023
H -8.00889 3.11006 -6.73949 0.155 -0.197 -0.029
H -0.29036 -4.41383 -2.37344 -0.006 0.012 0.001
C 0.61963 -4.11503 -1.85094 0.077 0.047 -0.088
C -3.03361 2.66313 -3.63867 0.299 -0.004 -0.188
H 1.96929 -0.68680 3.72306 0.033 -0.031 -0.011
H -5.41981 5.78452 -6.29707 -0.002 -0.045 -0.091
H 2.39201 -4.41291 0.27507 0.013 -0.003 0.006
C -6.47137 4.35463 -7.55711 0.202 -0.118 0.077
H 7.67348 -0.40363 2.20895 0.010 0.005 0.033
N -0.66474 -2.97918 -0.10988 0.596 0.334 0.264
C -2.33039 1.50630 -3.31791 0.072 0.086 -0.053
C -1.76132 -3.67839 2.04101 0.026 -0.076 -0.095
H -0.41991 2.35106 -3.84467 -0.013 -0.104 -0.017
H 2.91853 2.07315 4.83017 -0.026 0.015 -0.010
N 4.71337 -0.64492 3.84829 -0.170 0.554 -0.382
H 4.51381 -0.79424 6.53059 0.003 0.000 0.005
H 6.14161 -1.03383 1.59070 -0.032 0.000 0.015
C 6.73253 -0.87997 2.48838 0.004 -0.011 -0.133
C 6.94507 0.15037 4.71189 -0.039 -0.027 0.032
C -0.98537 -2.58235 1.29987 -0.408 -0.181 0.215
H -2.47127 -0.44042 -2.41183 0.009 0.071 -0.032
H -1.15975 -4.54262 2.30496 0.029 -0.004 -0.002
H 4.54012 3.14920 3.22330 0.005 0.024 0.020
C -5.21838 5.12757 -7.14829 0.048 -0.054 0.010
C 4.79485 2.23386 3.75993 0.013 -0.062 0.051
Al -6.96156 3.96607 -4.54360 -0.025 0.176 0.070
O 4.15944 -1.21886 2.84894 0.021 -0.334 0.015
H -4.83436 5.73098 -7.97876 -0.061 -0.004 0.085
H 0.69025 -1.28627 1.65502 -0.057 -0.007 -0.076
C -4.34518 0.60312 -2.39341 -0.406 0.041 0.064
I -5.92630 1.48342 -6.71772 0.068 -0.120 0.013
H 6.65222 1.89301 2.69409 0.003 0.015 -0.005
H 6.91343 -0.74546 5.33249 -0.002 -0.010 -0.005
C 3.73590 0.09768 4.71081 -0.009 -0.082 0.436
H 5.03508 0.87895 6.31772 0.020 0.023 -0.017
C 1.42304 -3.28970 1.85679 -0.040 -0.043 0.011
H -4.42704 4.43227 -6.85007 -0.044 0.025 -0.021
C -6.97271 3.36829 -6.49668 -0.223 0.381 0.058
H 6.72530 1.01189 5.33540 -0.035 0.008 0.009
H 1.18207 -4.19610 2.42102 -0.041 -0.021 -0.045
H -6.09371 1.85600 -2.51202 0.073 -0.077 -0.019
H 5.22706 1.22387 1.91211 -0.010 -0.073 0.015
H 0.50831 -6.17739 -0.40653 0.009 0.019 -0.024
C 0.31933 -2.24668 2.02732 0.252 0.049 0.018
C -0.86344 1.37104 -3.64669 -0.045 0.094 0.099
H 2.89750 1.38964 3.21393 0.031 -0.074 -0.012
C -0.08975 -5.42431 0.10789 -0.048 0.017 0.017
C 1.65235 -3.61474 0.38191 0.113 0.093 0.118
C 2.43269 -0.68829 4.70531 -0.199 -0.042 -0.043
H -4.44858 4.71045 -4.32824 -0.080 0.022 0.057
H 0.03365 -5.60004 1.17278 -0.006 0.030 0.019
C -4.38881 2.82592 -3.35973 -0.091 -0.011 0.024
C -5.03386 1.75930 -2.72748 -0.114 0.123 0.096
H -1.13510 -5.59046 -0.15360 -0.004 0.005 -0.009
H 3.38503 0.53920 6.78330 -0.036 -0.018 -0.030
H 5.31692 2.55164 4.66680 0.019 -0.040 0.010
H 2.06264 -2.73047 -0.11501 -0.055 0.008 -0.035
H -2.50334 3.47546 -4.13632 -0.058 -0.069 0.069
H -0.32512 0.91205 -2.81058 -0.015 -0.001 -0.146
H 6.95490 -1.85459 2.92578 -0.011 -0.003 0.000
C -1.88633 -1.35352 1.24191 0.003 0.106 0.032
C -5.11212 4.09181 -3.71190 0.072 -0.063 0.062
H 0.09551 -2.10944 3.08866 -0.026 0.032 0.005

=====

18
Properties=species:S:1:pos:R:3:forces:R:3 method="wB97M-V/def2-TZVPD" e_above_lowest_kcal_mol=55.74 energy_ev=-20721.596 orbital_gap_ha=0.331 total_charge=+1
C 1.72196 -0.25693 -0.16790 1.117 -2.145 -0.277
H -0.42576 -1.39466 -1.31617 0.158 -0.099 -1.741
H -0.12672 1.62912 -1.33785 -0.052 -0.329 -1.854
H -1.29582 1.46855 -0.04464 -1.339 0.160 0.182
H 0.47793 -1.19658 1.91291 -0.903 1.249 0.042
N -0.61046 -1.04154 -0.41422 -0.876 -0.311 2.605
C -0.28176 1.42559 -0.32452 1.751 -0.640 1.358
O 4.13049 -0.02092 -0.30643 3.183 -1.363 -0.307
H -1.62397 -0.83291 -0.20045 1.250 -0.004 -0.971
H -0.42108 -1.81657 0.24592 0.026 -0.099 -0.692
C -0.09445 -0.23034 1.67623 0.411 -1.496 0.390
H -1.20424 -0.43226 1.79870 1.191 0.264 -0.308
S 2.98059 0.81252 -0.33115 -3.568 0.198 0.475
C 0.29124 0.07508 0.18336 -1.347 0.142 0.174
H 0.13589 0.48200 2.45970 0.425 0.397 -0.358
H 0.21057 2.27569 0.12198 0.246 0.084 0.732
O 2.04626 -1.70713 -0.25638 -3.390 3.695 0.444
H 2.96972 -1.85675 -0.14762 1.717 0.295 0.107